Entry 1:
110
Properties=species:S:1:pos:R:3 method="wB97M-V/def2-TZVPD" orbital_gap_ev=3.01 de_lowest_kj_mol=0.0 charge=-1 lumo_energy_ev=1.31 e_tot_ev=-119225.549
Cs -0.022 -1.710 0.438
O 4.503 -3.191 1.616
C 3.592 -2.325 1.549
N 3.033 -1.890 0.429
C 3.860 -2.074 -0.668
O 5.099 -2.063 -0.549
C 3.254 -2.041 -1.972
C 4.208 -2.016 -3.062
C 3.739 -2.044 -4.363
C 2.348 -1.844 -4.567
C 1.583 -1.722 -3.424
N 1.962 -2.010 -2.197
C 3.012 -1.915 2.853
C 3.689 -2.514 3.947
C 3.095 -2.463 5.238
C 1.776 -1.995 5.339
C 1.243 -1.448 4.211
N 1.862 -1.304 3.038
H 5.263 -2.049 -2.769
H 4.441 -2.214 -5.194
H 1.980 -1.664 -5.580
H 0.507 -1.510 -3.582
H 4.620 -3.034 3.838
H 3.701 -2.871 6.021
H 1.278 -1.944 6.330
H 0.192 -1.019 4.298
C -4.483 2.731 -3.669
C -4.381 1.765 -2.568
C -3.621 2.052 -1.419
C -3.440 1.160 -0.417
C -2.772 1.619 0.836
C -3.950 -0.154 -0.566
C -3.654 -1.238 0.315
O -2.707 -1.402 1.098
C -4.661 -0.505 -1.743
C -5.075 -1.939 -1.955
C -4.938 0.471 -2.698
H -4.507 3.772 -3.382
H -5.312 2.473 -4.316
H -3.565 2.666 -4.257
H -3.095 3.031 -1.380
H -3.370 2.373 1.367
H -1.812 2.000 0.519
H -2.620 0.735 1.489
H -4.384 -2.033 0.254
H -4.279 -2.635 -1.648
H -5.471 -2.145 -2.943
H -5.891 -2.205 -1.232
H -5.436 0.171 -3.655
Cl -2.366 6.628 -4.140
C -1.240 6.607 -2.877
C -1.601 6.411 -1.534
C -0.649 6.271 -0.571
C 0.754 6.273 -0.881
C 1.787 5.922 0.191
C 2.479 4.516 0.087
N 1.745 3.304 0.652
C 1.309 3.047 1.960
C 0.937 1.732 2.012
N 1.012 1.176 0.718
C 1.501 2.119 -0.023
O 1.363 6.099 1.535
C 1.110 7.461 1.925
C -0.030 7.419 2.860
C -1.074 8.318 2.850
Cl -1.188 9.947 2.369
S -2.416 7.689 3.775
C -1.475 6.355 4.297
C -0.251 6.251 3.685
C 1.111 6.528 -2.203
Cl 2.715 6.546 -2.795
C 0.103 6.706 -3.176
H -2.706 6.353 -1.405
H -0.925 6.180 0.498
H 2.685 6.585 0.030
H 3.565 4.621 0.464
H 2.627 4.326 -0.979
H 1.246 3.760 2.778
H 0.603 1.138 2.862
H 1.819 1.965 -1.082
H 0.914 8.106 1.067
H 2.032 7.775 2.507
H -1.995 5.649 4.927
H 0.523 5.477 3.675
H 0.469 6.892 -4.164
C 2.396 -8.252 3.065
C 3.422 -7.464 2.418
C 3.141 -6.588 1.414
C 1.807 -6.386 0.962
C 0.795 -7.093 1.572
C 1.106 -8.010 2.574
C 1.505 -5.316 -0.120
C 0.445 -5.265 -0.855
C -0.765 -5.502 -1.518
C -1.940 -5.684 -0.706
C -3.132 -6.171 -1.205
C -3.264 -6.264 -2.575
C -2.187 -5.962 -3.440
C -0.961 -5.604 -2.931
H 2.634 -9.049 3.745
H 4.455 -7.528 2.742
H 3.949 -6.042 0.947
H -0.282 -6.993 1.264
H 0.263 -8.550 2.989
H 2.224 -4.518 -0.078
H -1.806 -5.474 0.361
H -4.001 -6.511 -0.588
H -4.218 -6.493 -3.069
H -2.313 -6.040 -4.508
H -0.161 -5.285 -3.603

---

Entry 2:
114
Properties=species:S:1:pos:R:3 method="wB97M-V/def2-TZVPD" orbital_gap_ev=4.10 charge=-1 lumo_energy_ev=-0.04 e_tot_ev=-132027.310
C 9.103 3.286 -1.883
C 7.636 3.306 -2.295
C 6.647 2.563 -1.271
P 4.979 1.867 -2.002
C 3.292 1.244 -2.666
C 1.974 1.226 -1.755
C 0.952 2.545 -1.914
Cl -0.635 2.022 -1.036
C 4.532 3.728 -2.302
C 4.762 4.331 -3.791
O 4.002 4.014 -4.878
F 5.686 5.487 -4.107
C 5.622 0.076 -1.634
P 7.146 -0.598 -2.430
O 8.280 0.304 -2.975
O 6.656 -1.664 -3.765
O 7.920 -1.713 -1.281
N 5.777 1.930 -3.573
C 5.347 1.153 -4.567
S 4.446 0.439 -5.867
P 4.418 1.834 0.089
N 3.344 2.836 0.661
H 9.739 2.347 -2.164
H 9.586 4.168 -1.245
H 7.453 3.903 -3.270
H 7.270 1.704 -0.724
H 6.448 3.345 -0.389
H 3.348 0.138 -3.122
H 2.998 2.020 -3.531
H 1.253 0.408 -2.271
H 2.001 0.824 -0.668
H 1.347 3.509 -1.401
H 0.736 2.663 -3.072
H 3.346 3.834 -2.202
H 4.971 4.460 -1.507
H 4.754 -0.739 -1.743
H 5.862 0.028 -0.461
H 5.637 -1.668 -3.785
H 7.900 -2.645 -1.661
H 3.895 0.480 0.336
H 5.581 1.919 0.986
H 3.093 3.438 -0.128
C 3.078 1.334 5.493
C 3.065 1.623 4.128
C 1.886 2.052 3.517
C 0.713 2.180 4.269
C 0.720 1.867 5.628
C 1.908 1.454 6.244
C -0.524 1.951 6.421
O -0.518 1.680 7.615
C -1.776 2.359 5.752
C -2.973 2.387 6.479
C -4.159 2.784 5.858
C -4.151 3.161 4.515
C -2.961 3.129 3.787
C -1.772 2.717 4.405
C -0.525 2.652 3.618
O -0.518 2.980 2.437
H 3.999 1.008 5.971
H 3.974 1.517 3.540
H 1.885 2.281 2.452
H 1.925 1.221 7.307
H -2.987 2.097 7.528
H -5.089 2.800 6.422
H -5.073 3.477 4.033
H -2.963 3.421 2.739
C -0.682 -1.670 -1.988
C -1.807 -2.371 -1.558
C -1.913 -3.741 -1.803
C -0.894 -4.410 -2.492
C 0.220 -3.704 -2.945
C 0.332 -2.332 -2.682
C 1.277 -4.389 -3.716
O 2.258 -3.770 -4.110
C 1.131 -5.828 -4.012
C 2.097 -6.478 -4.792
C 1.973 -7.842 -5.066
C 0.893 -8.561 -4.556
C -0.074 -7.915 -3.783
C 0.041 -6.544 -3.520
C -1.006 -5.863 -2.732
O -1.958 -6.493 -2.287
H -0.595 -0.604 -1.789
H -2.603 -1.852 -1.028
H -2.792 -4.283 -1.459
H 1.205 -1.777 -3.020
H 2.945 -5.924 -5.192
H 2.722 -8.343 -5.676
H 0.800 -9.625 -4.763
H -0.917 -8.482 -3.393
C -11.901 0.056 0.892
C -12.030 -0.202 2.256
C -10.892 -0.354 3.049
C -9.619 -0.259 2.473
C -9.490 -0.025 1.105
C -10.633 0.144 0.314
C -8.153 0.027 0.478
O -8.039 0.236 -0.723
C -6.957 -0.184 1.319
C -5.687 -0.194 0.728
C -4.550 -0.380 1.517
C -4.677 -0.547 2.896
C -5.942 -0.542 3.486
C -7.085 -0.371 2.694
C -8.420 -0.403 3.323
O -8.533 -0.554 4.534
H -12.788 0.183 0.275
H -13.018 -0.284 2.704
H -11.000 -0.551 4.114
H -10.540 0.341 -0.753
H -5.579 -0.062 -0.347
H -3.565 -0.393 1.056
H -3.791 -0.684 3.512
H -6.034 -0.678 4.563

---

Entry 3:
104
Properties=species:S:1:pos:R:3 method="wB97M-V/def2-TZVPD" orbital_gap_ev="7.98 / 7.89" de_lowest_kj_mol=0.0 s2=3.773 charge=+2 lumo_energy_ev="-4.84 / -4.96" spin_multiplicity=4 e_tot_ev=-125591.466
V -0.992 -0.077 -1.298
O -0.095 -2.802 -1.110
S 0.251 -1.704 -0.163
C 2.005 -1.540 -0.100
C 2.659 -2.750 -0.208
C 4.058 -2.860 -0.158
C 4.776 -1.711 0.019
C 6.264 -1.502 0.139
C 6.439 0.028 0.299
C 5.041 0.586 0.201
C 4.587 1.871 0.203
C 3.205 2.081 0.061
C 2.257 1.077 -0.045
P 0.523 1.662 -0.271
C 0.028 2.217 1.390
C -1.030 3.126 1.478
C -1.386 3.670 2.699
C -0.710 3.283 3.851
C 0.311 2.349 3.777
C 0.690 1.823 2.546
C 0.661 3.226 -1.194
C 0.520 3.190 -2.580
C 0.643 4.352 -3.329
C 0.897 5.560 -2.697
C 1.022 5.608 -1.315
C 0.903 4.449 -0.565
C 2.710 -0.290 -0.009
C 4.110 -0.466 0.079
C -0.229 -2.294 1.452
C 0.716 -2.836 2.296
C 0.384 -3.735 3.332
C -0.912 -4.150 3.435
C -1.570 -5.163 4.339
C -3.066 -5.157 3.925
C -3.170 -4.091 2.861
C -4.250 -3.593 2.183
C -4.039 -2.496 1.330
C -2.786 -1.973 1.059
P -2.657 -0.271 0.477
C -3.526 0.651 1.765
C -2.913 0.667 3.017
C -3.566 1.231 4.098
C -4.821 1.803 3.930
C -5.430 1.793 2.684
C -4.792 1.206 1.600
C -3.478 -0.028 -1.129
C -3.509 -1.095 -2.043
C -3.907 -0.880 -3.360
C -4.243 0.392 -3.787
C -4.158 1.466 -2.907
C -3.765 1.269 -1.593
C -1.629 -2.571 1.650
C -1.890 -3.567 2.600
H 2.058 -3.642 -0.340
H 4.531 -3.829 -0.246
H 6.662 -2.050 0.993
H 6.780 -1.885 -0.743
H 6.883 0.282 1.262
H 7.090 0.454 -0.465
H 5.255 2.718 0.290
H 2.870 3.108 0.022
H -1.549 3.441 0.579
H -2.192 4.390 2.756
H -0.982 3.711 4.807
H 0.836 2.047 4.674
H 1.519 1.127 2.492
H 0.290 2.255 -3.075
H 0.526 4.316 -4.404
H 0.987 6.468 -3.279
H 1.208 6.551 -0.818
H 0.987 4.501 0.513
H 1.760 -2.605 2.138
H 1.165 -4.121 3.974
H -1.114 -6.145 4.216
H -1.439 -4.886 5.386
H -3.378 -6.124 3.529
H -3.724 -4.936 4.765
H -5.252 -3.969 2.344
H -4.906 -1.997 0.911
H -1.926 0.236 3.146
H -3.092 1.237 5.071
H -5.329 2.251 4.775
H -6.414 2.225 2.558
H -5.295 1.166 0.642
H -3.249 -2.095 -1.709
H -3.946 -1.714 -4.049
H -4.557 0.556 -4.809
H -4.402 2.465 -3.245
H -3.703 2.114 -0.918
S -0.596 -0.211 -3.750
C 1.073 -0.301 -4.172
N 1.398 -0.428 -5.453
C 2.770 -0.594 -5.939
C 3.621 -1.205 -4.840
C 3.467 -0.389 -3.569
N 2.042 -0.240 -3.265
H 0.632 -0.481 -6.104
H 3.171 0.374 -6.247
H 2.740 -1.239 -6.814
H 4.665 -1.221 -5.148
H 3.304 -2.234 -4.659
H 3.922 0.598 -3.680
H 3.934 -0.886 -2.720
H 1.762 -0.197 -2.301

---

Entry 4:
112
Properties=species:S:1:pos:R:3 method="wB97M-V/def2-TZVPD" orbital_gap_ev="6.29 / 5.61" de_lowest_kj_mol=0.0 s2=0.762 charge=+1 lumo_energy_ev="-3.39 / -3.92" spin_multiplicity=2 e_tot_ev=-153109.929
Ru -1.209 0.512 -0.733
C -0.006 6.660 -4.550
C -0.561 5.475 -3.800
C -1.891 5.080 -3.940
C -2.393 4.008 -3.229
C -1.602 3.263 -2.338
N -2.184 2.235 -1.585
C -3.391 2.573 -0.982
C -3.627 3.872 -0.488
C -4.793 4.206 0.161
C -5.798 3.260 0.368
C -7.044 3.599 1.140
C -5.580 1.979 -0.120
C -4.405 1.641 -0.768
N -4.281 0.326 -1.267
C -5.212 -0.331 -1.992
C -4.759 -1.611 -2.177
C -3.525 -1.643 -1.516
N -3.239 -0.470 -0.966
C -0.264 3.629 -2.251
C 0.240 4.713 -2.964
N 0.627 2.915 -1.411
C 1.658 3.391 -0.696
C 2.412 2.311 -0.287
C 1.747 1.202 -0.815
N 0.655 1.570 -1.490
H -0.764 7.433 -4.675
H 0.328 6.367 -5.549
H 0.848 7.094 -4.031
H -2.546 5.628 -4.609
H -3.428 3.717 -3.349
H -2.846 4.612 -0.600
H -4.922 5.213 0.539
H -7.352 4.627 0.957
H -6.850 3.494 2.211
H -7.865 2.932 0.882
H -6.325 1.208 0.034
H -6.108 0.168 -2.325
H -5.238 -2.415 -2.711
H -2.846 -2.475 -1.430
H 1.289 4.966 -2.857
H 1.778 4.447 -0.511
H 3.305 2.333 0.316
H 2.019 0.159 -0.810
C 1.656 -0.391 1.731
C 2.106 -1.441 2.740
As 3.998 -1.307 3.328
C 3.954 -3.028 4.241
C 3.507 -4.203 3.635
C 3.460 -5.390 4.351
C 3.852 -5.415 5.686
C 4.286 -4.250 6.300
C 4.338 -3.062 5.579
C 4.857 -1.777 1.632
C 4.880 -0.797 0.636
C 5.492 -1.032 -0.588
C 6.125 -2.247 -0.823
C 6.151 -3.210 0.176
C 5.525 -2.977 1.396
P 0.094 -0.885 0.881
C 0.561 -2.447 0.043
C 1.878 -2.828 -0.192
C 2.162 -3.964 -0.944
C 1.135 -4.729 -1.474
C -0.184 -4.350 -1.260
C -0.461 -3.214 -0.518
C -0.928 -1.375 2.319
C -1.492 -2.636 2.482
C -2.260 -2.923 3.606
C -2.462 -1.960 4.581
C -1.878 -0.708 4.441
C -1.123 -0.416 3.316
H 2.400 -0.236 0.956
H 1.487 0.573 2.215
H 1.954 -2.444 2.350
H 1.523 -1.370 3.657
H 3.201 -4.203 2.594
H 3.118 -6.299 3.869
H 3.813 -6.341 6.245
H 4.586 -4.263 7.341
H 4.682 -2.153 6.059
H 4.435 0.175 0.831
H 5.491 -0.262 -1.352
H 6.614 -2.433 -1.772
H 6.668 -4.148 0.009
H 5.564 -3.736 2.167
H 2.709 -2.255 0.200
H 3.197 -4.240 -1.115
H 1.362 -5.614 -2.057
H -0.994 -4.930 -1.688
H -1.485 -2.903 -0.361
H -1.321 -3.412 1.750
H -2.695 -3.909 3.717
H -3.063 -2.185 5.453
H -2.003 0.042 5.213
H -0.679 0.566 3.221
S -0.933 -0.764 -2.836
C 0.352 -0.152 -3.773
N 0.022 0.554 -4.879
C 0.925 1.034 -5.744
C 2.247 0.825 -5.503
C 2.560 0.096 -4.353
N 1.658 -0.376 -3.519
H -0.971 0.667 -5.047
H 0.544 1.573 -6.600
H 3.010 1.198 -6.169
H 3.597 -0.120 -4.106
N -4.684 2.945 4.380
C -4.156 2.487 3.453
N -3.663 1.956 2.369
C -2.643 1.702 1.706
N -1.709 1.447 1.034